Below is a structure of composition C20H25N5O2S in a non-equilibrium geometry, with properties calculated with the ωB97M-V functional and the def2-TZVPD basis.

Output
ΔE to the lowest compared entry with this formula, charge and spin (kcal/mol): 430.2
Lowest unoccupied orbital energy (eV): -0.93
HOMO (eV): -8.4

Positions of all 53 atoms, in Å:
C: -3.490 1.936 0.311
H: 4.059 -0.894 2.364
C: -0.161 2.280 -1.329
N: -4.339 0.436 1.594
C: 0.565 2.095 1.275
H: -7.399 1.771 1.846
C: 3.097 -1.197 2.008
N: -1.109 2.015 -0.309
C: 2.232 -1.684 2.880
C: -3.478 0.646 0.622
C: 1.185 -1.804 -0.992
H: -1.311 -2.965 1.643
H: -0.163 -2.124 -2.398
H: 1.068 2.578 2.376
H: -6.520 0.572 2.943
H: 0.112 3.426 -1.512
C: -2.490 2.435 -0.676
H: 3.727 0.141 -0.789
S: 2.488 -1.371 -2.165
C: 0.981 -2.199 2.705
H: 0.451 -2.275 3.608
H: -1.473 2.584 1.627
H: 2.831 2.220 -2.146
O: 3.699 -2.195 -2.090
H: -2.495 -0.012 0.639
H: 2.433 1.376 0.767
H: -0.684 1.925 -2.228
H: 2.479 -1.643 3.916
C: -6.325 1.650 2.521
H: 0.376 1.147 1.651
C: -4.722 2.430 0.995
C: -0.640 2.694 1.065
C: 2.133 1.227 -2.098
N: -5.257 1.555 1.708
H: 1.702 1.208 -3.066
N: 2.827 -1.166 0.583
C: 0.662 -2.087 1.332
C: -0.970 -2.797 -0.367
C: 0.046 -2.135 -1.545
H: -1.740 -3.105 -0.682
C: 1.647 -1.703 0.285
H: -0.288 3.870 0.858
H: -2.731 2.060 -1.617
H: -6.284 2.314 3.213
C: -0.481 -2.569 0.890
H: 0.783 0.297 -0.702
C: 1.727 1.856 0.344
O: 1.625 -1.440 -3.563
C: 1.147 1.266 -0.766
H: -4.867 3.354 0.848
N: 3.212 0.152 -1.723
H: -2.650 3.807 -0.631
H: 2.096 3.071 0.284

Below is a structure of composition C13H20N8OsS2 in a non-equilibrium geometry, with properties calculated with the ωB97M-V functional and the def2-TZVPD basis.

Output
ΔE to the lowest compared entry with this formula, charge and spin (kcal/mol): 44.1
Lowest unoccupied orbital energy (alpha / beta) (eV): -8.88 / -9.03
HOMO (alpha / beta) (eV): -13.9 / -13.9
Net charge: +2

Positions of all 44 atoms, in Å:
C: 3.420 -0.707 0.886
C: -3.271 3.023 1.187
N: -0.660 -0.770 -2.961
H: -2.290 -3.554 -1.937
H: -2.975 4.068 1.105
C: 3.380 -0.840 -1.609
Os: 0.176 -0.671 -0.954
C: 2.624 -0.830 2.699
H: -5.026 2.619 -0.938
H: -1.806 -2.230 -4.057
C: -2.199 1.464 -0.302
H: 0.039 1.060 1.930
N: 3.819 -0.241 2.030
C: 3.981 -0.432 -0.410
H: 1.290 0.493 5.038
H: 2.681 1.361 4.345
C: 1.657 1.037 4.170
N: -0.935 -2.361 -0.782
H: 2.829 -1.470 3.554
N: 1.623 0.187 2.983
H: 1.040 1.916 3.999
H: -0.308 -2.800 -3.328
H: 2.009 -2.440 1.166
H: -0.323 -3.174 -0.745
C: 0.801 0.292 1.951
N: 6.109 1.007 -0.514
N: 0.975 -0.558 0.967
H: 0.021 -0.534 -3.680
C: -1.172 -2.152 -3.176
H: -1.426 -0.111 -3.081
S: 1.926 -1.780 -1.777
C: 2.147 -1.374 1.330
H: -2.656 2.522 1.930
N: -1.374 0.660 -0.468
H: -1.448 -2.360 0.099
C: -3.988 2.787 -1.222
C: -1.903 -2.537 -1.911
H: -4.315 2.957 1.487
H: -3.758 2.213 -2.115
S: 3.799 -0.446 -3.157
N: -3.112 2.358 -0.117
C: 5.160 0.357 -0.466
H: -3.825 3.845 -1.419
H: -2.735 -1.855 -1.727

Below is a structure of composition C36H44Cl5IN2O5Si4Sn, with properties calculated with the ωB97M-V functional and the def2-TZVPD basis.

Output
ΔE to the lowest compared entry with this formula, charge and spin (kcal/mol): 37.7
Lowest unoccupied orbital energy (eV): 3.78
HOMO (eV): -1.4
Net charge: -2

Positions of all 98 atoms, in Å:
C: -0.402 -2.367 -2.737
C: -1.987 1.742 1.070
C: 1.912 3.455 1.995
O: -0.955 0.992 1.087
C: -3.434 -1.111 0.263
H: 3.942 -1.668 -0.591
Si: 4.534 0.060 1.131
H: 4.535 2.443 3.574
O: -2.858 5.690 -0.924
H: -2.470 2.331 -3.743
H: -2.414 -4.091 -2.198
C: -1.177 -3.230 -3.709
H: 0.392 1.979 -6.902
H: 3.492 3.214 4.778
C: 0.642 1.989 4.269
C: -5.698 -0.919 1.230
Cl: -6.597 -2.352 3.360
H: 5.604 2.336 0.841
C: -2.921 -4.825 -4.162
Si: 2.124 1.901 3.080
H: -1.905 2.522 -6.118
N: -0.823 1.697 -1.751
H: 6.962 -0.097 1.840
Cl: -1.606 -2.777 1.328
O: -0.247 -1.156 -3.054
C: -2.903 1.741 2.185
H: 1.453 -3.260 1.242
H: 6.000 0.694 3.098
C: 4.875 -1.355 -0.114
H: 1.086 3.295 1.294
Si: 2.250 -0.009 1.718
H: -4.968 4.136 1.449
H: 0.586 1.110 4.916
C: 0.787 1.500 -3.580
C: -3.366 3.542 0.162
H: -2.040 -0.048 2.988
H: 2.103 1.299 -5.243
C: -2.715 0.747 3.296
C: -4.123 3.469 1.299
C: -0.888 -3.172 -5.068
C: -2.195 -4.061 -3.259
H: -4.721 4.967 -0.657
H: -3.186 -5.377 -6.220
H: 0.677 2.876 4.908
H: -3.725 -5.460 -3.809
C: 3.568 -2.214 4.443
Sn: -0.167 -0.450 -0.540
N: -3.917 2.569 2.280
H: 3.107 -3.636 1.704
H: 5.418 1.547 -0.733
H: 5.293 -2.228 0.394
C: 1.103 1.558 -4.922
Cl: -3.739 -3.606 3.432
C: -5.402 -1.871 2.205
H: 0.362 -2.862 4.641
H: 0.674 -1.184 5.106
C: 2.114 -3.406 2.101
C: -1.606 2.601 -1.262
H: 5.935 -1.056 2.915
H: -3.680 0.327 3.582
H: -1.359 -3.915 -7.025
H: -0.268 -1.538 3.661
H: 2.810 3.665 1.408
C: -2.289 2.627 -0.005
C: 4.941 1.710 0.238
O: 0.002 -2.895 -1.677
H: 3.839 1.479 4.877
C: -1.596 -3.954 -5.968
C: 3.639 2.304 4.187
Si: 2.166 -1.840 3.188
O: -2.598 -0.757 -0.624
H: -1.956 5.372 -0.820
C: -0.495 1.800 -3.101
C: 6.000 -0.115 2.362
C: -3.737 4.558 -0.885
H: -1.800 3.457 -1.917
C: 0.143 1.939 -5.849
C: -4.748 -0.554 0.293
I: 2.295 0.979 -2.210
H: 4.529 -2.301 3.928
H: 4.024 2.276 0.056
H: 1.681 4.345 2.589
C: -3.175 -2.074 1.288
H: 1.758 -4.283 2.650
H: 5.572 -1.062 -0.905
C: -1.136 2.240 -5.409
C: 0.589 -1.865 4.255
H: -3.797 4.094 -1.876
C: -4.129 -2.439 2.222
Cl: -5.111 0.616 -0.919
H: 3.389 -3.152 4.979
H: -0.280 2.029 3.685
H: -2.289 1.238 4.173
Cl: -7.264 -0.196 1.200
C: -2.618 -4.778 -5.516
H: -0.111 -2.496 -5.403
H: 3.665 -1.415 5.183
C: -1.449 2.162 -4.064

no.,calculated total energy (hartree)
1,-1598.93090
2,-1831.81744
3,-5855.08779